{
  "formula": "C5H10O",
  "method": "ωB97M-V/def2-TZVPD",
  "spin_multiplicity": 1,
  "smiles": "C=CC1CC1.O",
  "lumo_ev": 1.06,
  "gap_ev": 10.4,
  "total_energy_ha": -271.69538,
  "species": ["C", "C", "O", "C", "C", "C", "H", "H", "H", "H", "H", "H", "H", "H", "H", "H"],
  "coordinates": [[1.757, -0.623, 0.960], [0.633, 0.047, 0.702], [1.605, 0.610, -2.196], [-0.640, -0.555, 0.254], [-1.930, -0.014, 0.825], [-1.578, 0.257, -0.602], [1.809, -1.706, 0.856], [2.655, -0.117, 1.304], [1.695, 0.058, -1.407], [0.618, 1.133, 0.828], [1.938, 1.467, -1.906], [-0.601, -1.624, 0.057], [-2.720, -0.726, 1.044], [-1.853, 0.801, 1.541], [-1.260, 1.258, -0.882], [-2.127, -0.267, -1.379]]
}

{
  "formula": "C4H11N3",
  "method": "ωB97M-V/def2-TZVPD",
  "spin_multiplicity": 1,
  "smiles": "[H]/N=C(\\N)NCCC",
  "lumo_ev": 0.94,
  "gap_ev": 9.3,
  "total_energy_ha": -323.25637,
  "species": ["C", "C", "C", "N", "C", "N", "N", "H", "H", "H", "H", "H", "H", "H", "H", "H", "H", "H"],
  "coordinates": [[-0.706, 1.348, 1.166], [0.418, 0.466, 1.702], [0.474, -0.936, 0.816], [1.049, -0.848, -0.532], [0.314, -0.444, -1.634], [-1.052, -0.640, -1.573], [0.871, 0.242, -2.565], [-1.665, 0.909, 1.417], [-0.747, 2.343, 1.603], [-0.575, 1.455, 0.053], [1.454, 0.867, 1.809], [0.099, 0.043, 2.655], [-0.457, -1.490, 0.806], [1.283, -1.413, 1.362], [2.043, -0.675, -0.609], [-1.429, -1.013, -0.716], [-1.670, -0.649, -2.362], [0.296, 0.434, -3.396]]
}

{
  "formula": "C27H32BrN9O2S5V",
  "method": "ωB97M-V/def2-TZVPD",
  "spin_multiplicity": 2,
  "lumo_ev": [-0.11, -0.09],
  "gap_ev": [6.8, 5.6],
  "total_energy_ha": -7200.38037,
  "species": ["V", "N", "C", "C", "N", "C", "C", "N", "H", "H", "H", "H", "H", "H", "H", "H", "H", "H", "H", "H", "H", "C", "C", "C", "C", "C", "Br", "N", "C", "H", "H", "H", "H", "H", "H", "S", "C", "S", "C", "N", "N", "C", "C", "C", "C", "C", "C", "S", "H", "H", "H", "H", "H", "N", "C", "C", "C", "C", "C", "C", "S", "O", "O", "N", "C", "S", "C", "C", "N", "H", "H", "H", "H", "H", "H", "H", "H"],
  "coordinates": [[-1.202, -1.278, 0.782], [-0.865, 0.328, 2.193], [-0.446, 1.571, 1.496], [0.115, 1.250, 0.107], [0.487, -0.174, 0.050], [0.930, -0.603, -1.276], [-0.274, -1.093, -2.057], [-0.950, -2.130, -1.247], [-1.626, 0.534, 2.830], [-0.078, 0.005, 2.762], [0.306, 2.086, 2.095], [-1.318, 2.211, 1.383], [0.993, 1.872, -0.093], [-0.640, 1.454, -0.654], [1.249, -0.296, 0.754], [1.652, -1.413, -1.146], [1.444, 0.197, -1.817], [0.010, -1.461, -3.046], [-0.990, -0.281, -2.195], [-0.411, -2.993, -1.265], [-1.865, -2.341, -1.632], [2.787, -4.883, 1.043], [1.568, -4.364, 1.746], [1.148, -4.875, 2.973], [0.081, -4.251, 3.607], [-0.531, -3.182, 2.998], [-1.954, -2.328, 3.918], [-0.193, -2.678, 1.794], [0.876, -3.298, 1.212], [3.186, -5.760, 1.549], [3.561, -4.113, 1.036], [2.571, -5.156, 0.010], [1.659, -5.705, 3.439], [-0.270, -4.577, 4.575], [1.230, -2.844, 0.298], [7.248, 2.414, 1.747], [5.713, 1.791, 1.812], [5.389, 0.123, 2.206], [3.665, 0.419, 2.131], [3.376, 1.649, 1.856], [4.519, 2.408, 1.669], [4.301, 3.788, 1.404], [5.109, 4.490, 0.521], [4.846, 5.830, 0.279], [3.785, 6.467, 0.905], [2.977, 5.753, 1.778], [3.230, 4.416, 2.031], [2.519, -0.832, 2.365], [5.936, 3.997, 0.036], [5.480, 6.375, -0.408], [3.588, 7.514, 0.713], [2.146, 6.239, 2.273], [2.607, 3.849, 2.707], [-3.044, 0.473, -6.514], [-3.244, 0.663, -5.160], [-2.366, 1.458, -4.415], [-2.541, 1.606, -3.053], [-3.590, 0.964, -2.410], [-4.480, 0.189, -3.142], [-4.307, 0.035, -4.503], [-3.773, 1.097, -0.659], [-5.180, 1.025, -0.361], [-3.007, 2.241, -0.244], [-3.025, -0.221, -0.075], [-3.736, -1.310, 0.277], [-5.406, -1.741, 0.085], [-5.044, -3.315, 0.728], [-3.751, -3.403, 1.090], [-3.017, -2.267, 0.844], [-2.484, 1.162, -6.988], [-3.839, 0.163, -7.047], [-1.551, 1.968, -4.914], [-1.877, 2.242, -2.480], [-5.320, -0.277, -2.645], [-5.007, -0.566, -5.071], [-5.816, -4.055, 0.848], [-3.273, -4.250, 1.560]]
}

{
  "formula": "C10H9BrN2O",
  "method": "ωB97M-V/def2-TZVPD",
  "spin_multiplicity": 1,
  "smiles": "C=C/C=C/c1ccc[nH]c1=O.N#CBr",
  "lumo_ev": -0.19,
  "gap_ev": 7.9,
  "total_energy_ha": -3145.13730,
  "species": ["C", "C", "C", "C", "C", "C", "C", "C", "C", "C", "N", "N", "O", "Br", "H", "H", "H", "H", "H", "H", "H", "H", "H"],
  "coordinates": [[-0.158, 2.859, -0.742], [0.107, 1.480, -0.979], [-0.303, -2.024, 0.188], [-0.084, -0.931, -0.550], [-1.008, 3.199, 0.265], [0.182, -3.921, -1.297], [-0.491, 0.424, -0.334], [-1.406, 0.804, 0.734], [0.258, -3.262, -0.161], [3.042, 0.977, 1.438], [3.919, 0.583, 0.809], [-1.643, 2.135, 1.000], [-2.126, -0.032, 1.305], [1.647, 1.550, 2.390], [0.274, 3.610, -1.367], [0.730, 1.280, -1.818], [-0.765, -1.984, 1.229], [0.433, -1.152, -1.503], [-1.257, 4.201, 0.588], [-0.523, -3.493, -2.001], [0.738, -4.761, -1.624], [0.733, -3.800, 0.604], [-2.299, 2.258, 1.823]]
}

Going through the records in order, we get relative energy (zero: lowest compared OMol25 entry of this formula, charge and spin) values of 35.9 31.5 20.9 20.8 kcal per mole.
Going through the records in order, we get maximum force values of 0.203 3.346 0.669 3.180 eV Å⁻¹.